18
Properties=species:S:1:pos:R:3:forces:R:3 method="wB97M-V/def2-TZVPD" lumo_ha=0.0322 smiles=CSC.NCN de_lowest_kcal_mol=15.7 e_tot_ev=-17120.1676 homo_lumo_gap_ev=9.49 total_charge=0
C -1.123 -0.847 -0.892 -2.398 1.068 -0.405
S -1.522 0.793 -1.694 -0.472 -0.735 0.614
C -3.218 0.905 -0.961 0.691 0.497 0.386
H -0.177 -1.246 -1.227 0.173 -0.003 0.416
H -1.980 -1.479 -1.154 0.573 -0.348 -0.532
H -1.381 -0.667 0.153 1.318 -0.213 0.268
H -3.248 0.367 -0.009 0.100 -0.162 -0.212
H -3.392 1.945 -0.672 -0.069 -0.074 -0.393
H -4.006 0.543 -1.612 0.065 -0.039 -0.156
N 2.962 0.573 2.006 0.750 -0.836 0.686
C 2.669 -0.869 2.129 -0.611 1.798 -1.379
N 1.754 -1.331 1.084 -0.260 -0.516 0.860
H 3.525 0.756 1.192 -0.235 0.259 -0.242
H 2.126 1.126 2.038 -0.178 0.244 -0.218
H 3.614 -1.376 2.014 0.111 -0.457 0.408
H 2.220 -0.949 3.116 0.094 -0.606 0.082
H 1.051 -0.652 0.836 0.155 -0.142 -0.169
H 2.106 -1.875 0.315 0.193 0.266 -0.013